(1)
Computed, not measured: a cluster of 4 separate species, C16H39BrN4O2 in total at a distorted geometry, with ωB97M-V/def2-TZVPD.

Properties
**Charge**: +2
**Molecular weight**: 399.418 g mol⁻¹
**Energy above the lowest of the compared OMol25 structures with the same formula, charge and spin**: 3.3108 eV
**Maximum force**: 2.76 eV/Å
**2S+1**: 1

Structure (XYZ):
```
62
Properties=species:S:1:pos:R:3:nbo_charge:R:1
C -30.47 -1.19 -11.53 -0.622
C -30.80 -1.81 -10.17 -0.201
N -31.62 -0.83 -9.33 -0.292
C -32.96 -0.55 -9.65 -0.038
C -33.35 0.46 -8.78 -0.047
N -32.26 0.76 -7.99 -0.280
C -31.22 -0.01 -8.29 0.247
C -32.33 1.83 -6.98 -0.415
H -29.74 -1.84 -12.02 0.245
H -30.02 -0.22 -11.33 0.215
H -31.33 -0.94 -12.15 0.225
H -29.90 -2.05 -9.60 0.231
H -31.34 -2.72 -10.42 0.229
H -33.55 -1.16 -10.32 0.259
H -34.33 0.92 -8.69 0.257
H -30.21 0.13 -7.92 0.266
H -31.75 1.55 -6.09 0.248
H -33.36 1.90 -6.63 0.233
H -32.00 2.77 -7.41 0.239
C -22.14 4.91 6.44 -0.404
N -21.01 5.01 5.38 -0.198
C -21.06 6.31 4.61 -0.411
C -19.73 4.90 6.20 -0.415
C -21.00 3.91 4.36 -0.255
C -22.18 3.70 3.43 -0.105
O -21.86 4.36 2.22 -0.707
H -21.89 5.70 7.14 0.231
H -22.24 3.96 6.98 0.242
H -23.04 5.16 5.89 0.228
H -20.24 6.35 3.90 0.247
H -21.07 7.21 5.24 0.244
H -21.97 6.13 4.04 0.235
H -19.70 3.94 6.72 0.229
H -19.68 5.71 6.92 0.238
H -18.84 4.83 5.57 0.242
H -20.83 2.94 4.83 0.234
H -20.15 4.15 3.72 0.252
H -23.17 4.01 3.77 0.182
H -22.34 2.64 3.24 0.200
H -22.60 4.15 1.65 0.492
C -25.51 -3.81 5.79 -0.426
N -26.74 -3.21 6.38 -0.206
C -27.48 -4.28 7.21 -0.418
C -26.44 -1.99 7.37 -0.387
C -27.71 -2.77 5.27 -0.224
C -27.27 -1.63 4.25 -0.084
O -26.32 -2.22 3.42 -0.729
H -25.81 -4.66 5.18 0.237
H -24.91 -4.24 6.60 0.224
H -24.93 -3.13 5.16 0.258
H -28.52 -4.05 7.39 0.239
H -27.02 -4.20 8.19 0.229
H -27.47 -5.27 6.75 0.249
H -27.38 -1.71 7.84 0.235
H -25.99 -1.26 6.69 0.228
H -25.73 -2.36 8.11 0.234
H -28.46 -2.44 5.99 0.211
H -27.99 -3.66 4.70 0.242
H -26.93 -0.72 4.74 0.166
H -28.01 -1.32 3.51 0.222
H -26.34 -1.74 2.58 0.499
Br -26.39 1.46 -3.08 -1.000
```



(2)
Computed, not measured: a structure of composition C16H40F4Li4N3O19S4 at a distorted geometry, with ωB97M-V/def2-TZVPD.

Properties
**Charge**: +1
**Molecular weight**: 810.522 g mol⁻¹
**Maximum force**: 12.17 eV/Å
**2S+1**: 1

Structure (XYZ):
```
90
Properties=species:S:1:pos:R:3:lowdin_charge:R:1
Li 2.04 1.26 2.36 0.723
Li 1.49 -0.61 -2.24 0.603
Li 2.78 0.11 -0.19 0.710
Li -1.32 -1.40 -1.16 0.639
N 2.41 1.13 -1.76 -0.437
S 1.34 2.48 -1.53 0.677
O 1.24 3.50 -2.57 -0.200
O 1.22 2.86 -0.11 -0.271
F -0.10 1.69 -1.75 -0.201
S 3.41 1.99 -2.50 0.519
O 3.98 3.15 -1.79 -0.255
O 3.32 2.02 -3.99 -0.236
F 4.64 0.96 -2.17 -0.212
N -0.24 -1.57 -2.73 -0.371
S -0.58 -0.80 -4.27 0.670
O -1.93 -0.20 -4.19 -0.246
O -0.09 -1.32 -5.56 -0.212
F 0.36 0.53 -3.99 -0.224
S -0.38 -2.92 -3.47 0.458
O 0.79 -3.46 -4.19 -0.250
O -1.66 -3.53 -3.71 -0.204
F -0.10 -3.69 -2.06 -0.241
N -0.06 -0.18 0.72 -0.634
O 0.43 0.35 1.76 -0.067
O -1.13 -0.06 0.35 0.087
O 0.70 -0.67 -0.05 -0.099
C 2.50 -3.20 -1.09 -0.066
O 3.04 -1.88 -1.26 -0.289
C 4.26 -2.06 -2.07 -0.145
C 3.90 -2.14 -3.53 -0.186
O 2.97 -1.12 -3.87 -0.258
C 3.07 -0.69 -5.24 -0.076
H 3.27 -3.80 -0.59 0.108
H 2.35 -3.57 -2.11 0.084
H 1.57 -3.27 -0.53 0.077
H 4.85 -2.96 -1.90 0.138
H 4.98 -1.26 -1.89 0.118
H 3.48 -3.08 -3.90 0.131
H 4.82 -1.95 -4.08 0.142
H 3.97 -0.15 -5.49 0.096
H 2.20 -0.09 -5.52 0.077
H 3.12 -1.56 -5.91 0.104
C -2.46 5.69 3.16 -0.080
O -2.56 4.24 3.27 -0.183
C -2.95 3.60 2.08 -0.206
C -2.65 2.07 2.12 -0.151
O -2.86 1.54 3.48 -0.175
C -2.75 0.13 3.57 -0.115
H -3.37 6.22 2.89 0.087
H -1.68 6.01 2.47 0.080
H -2.21 6.14 4.12 0.089
H -2.56 3.89 1.11 0.122
H -4.00 3.83 1.88 0.122
H -1.60 1.94 1.88 0.076
H -3.15 1.49 1.35 0.118
H -1.78 -0.30 3.31 0.060
H -3.48 -0.18 2.83 0.080
H -3.21 -0.31 4.45 0.094
C 0.41 3.81 2.95 -0.079
O 1.69 3.26 3.19 -0.215
C 2.04 3.23 4.54 -0.175
C 1.59 1.87 5.14 -0.172
O 1.91 0.83 4.25 -0.285
C 1.35 -0.46 4.58 -0.055
H 0.17 3.66 1.90 0.078
H 0.36 4.87 3.19 0.102
H -0.42 3.35 3.48 0.088
H 1.78 4.07 5.18 0.144
H 3.13 3.24 4.57 0.131
H 0.51 1.79 5.27 0.129
H 1.94 1.69 6.16 0.136
H 1.56 -1.26 3.87 0.089
H 0.26 -0.42 4.62 0.085
H 1.78 -0.73 5.54 0.103
C -1.16 -3.41 0.98 -0.077
O -1.88 -3.12 -0.22 -0.266
C -3.21 -3.62 -0.09 -0.164
C -3.99 -3.38 -1.39 -0.170
O -3.89 -2.03 -1.86 -0.224
C -5.00 -1.60 -2.66 -0.073
H -0.19 -2.91 1.03 0.073
H -0.89 -4.46 0.91 0.104
H -1.76 -3.30 1.88 0.101
H -3.79 -3.19 0.73 0.131
H -3.25 -4.70 0.09 0.138
H -5.02 -3.55 -1.07 0.126
H -3.74 -3.98 -2.27 0.124
H -4.89 -0.62 -3.13 0.089
H -5.87 -1.54 -2.01 0.090
H -5.17 -2.26 -3.51 0.096
```



(3)
Computed, not measured: a cluster of 4 separate species, C16H40O8 in total at a distorted geometry, with ωB97M-V/def2-TZVPD.

Properties
**Charge**: 0
**Molecular weight**: 360.488 g mol⁻¹
**Energy above the lowest of the compared OMol25 structures with the same formula, charge and spin**: 14.7735 eV
**SMILES**: COCCOC.COCCOC.COCCOC.COCCOC
**Maximum force**: 17.53 eV/Å
**2S+1**: 1

Structure (XYZ):
```
64
Properties=species:S:1:pos:R:3:nbo_charge:R:1
C -0.79 -1.26 0.24 -0.240
O -2.14 -1.17 0.29 -0.534
C -2.82 -2.44 0.17 -0.074
C -3.96 -2.17 -0.57 -0.033
O -3.61 -1.47 -1.69 -0.547
C -4.56 -1.14 -2.67 -0.251
H -0.56 -1.55 -0.83 0.151
H -0.50 -2.01 0.90 0.161
H -0.27 -0.22 0.25 0.195
H -3.18 -2.77 1.09 0.176
H -2.40 -3.06 -0.22 0.146
H -4.86 -1.57 -0.08 0.146
H -4.51 -3.05 -0.86 0.166
H -4.32 -0.22 -3.20 0.198
H -5.47 -0.74 -2.14 0.164
H -4.79 -2.00 -3.28 0.176
C 2.63 1.25 3.10 -0.226
O 2.98 -0.12 3.18 -0.548
C 1.91 -1.04 2.77 -0.105
C 2.18 -2.34 3.30 -0.092
O 3.13 -3.09 2.44 -0.544
C 3.15 -4.40 2.83 -0.295
H 3.43 1.81 3.28 0.187
H 1.89 1.40 3.78 0.162
H 2.08 1.32 2.16 0.165
H 1.85 -1.24 1.71 0.196
H 0.81 -0.70 3.20 0.181
H 1.31 -3.04 3.23 0.168
H 2.41 -2.42 4.31 0.190
H 3.74 -4.51 3.71 0.192
H 4.00 -4.96 2.43 0.192
H 2.33 -4.87 2.52 0.176
C 4.46 1.74 -0.49 -0.238
O 3.74 1.27 -1.62 -0.532
C 3.15 0.03 -1.30 -0.027
C 2.18 -0.36 -2.19 -0.105
O 1.29 0.59 -2.44 -0.517
C 0.27 0.21 -3.32 -0.243
H 4.77 2.75 -0.57 0.188
H 5.18 1.13 -0.34 0.161
H 3.97 1.48 0.32 0.166
H 2.46 0.21 -0.41 0.132
H 3.89 -0.71 -0.98 0.184
H 1.95 -1.09 -1.69 0.164
H 2.68 -0.66 -3.01 0.154
H 0.77 -0.28 -4.21 0.165
H -0.30 0.98 -3.74 0.193
H -0.55 -0.63 -2.91 0.158
C -4.62 3.73 -0.39 -0.243
O -3.23 3.70 -0.54 -0.540
C -2.65 2.38 -0.39 -0.097
C -1.31 2.41 -0.78 -0.065
O -0.61 2.99 0.27 -0.549
C 0.80 3.28 -0.15 -0.226
H -4.59 3.13 0.59 0.167
H -5.16 3.21 -1.14 0.153
H -5.14 4.67 -0.36 0.191
H -3.01 1.60 -0.94 0.176
H -2.65 1.98 0.54 0.182
H -1.15 2.77 -1.73 0.170
H -0.86 1.44 -0.73 0.164
H 1.20 3.75 0.61 0.177
H 0.85 3.76 -1.00 0.167
H 1.12 2.34 -0.28 0.171
```



Record order is preserved below.
Kohn-Sham gap: 4.05 7.69 9.67 eV